A cluster of 2 separate species, C2H4BrClO3P in total at a distorted geometry, computed with ωB97M-V/def2-TZVPD.

```
12
Properties=species:S:1:pos:R:3:nbo_charge:R:1
C -0.354 1.189 -1.203 0.37
C -0.627 -1.631 0.249 -0.58
O 1.605 2.546 1.634 -1.16
O 2.355 0.337 0.612 -1.16
O 0.046 1.731 -0.246 -0.50
P 1.263 1.124 1.322 1.48
Cl 0.823 0.484 -2.401 -0.14
Br -2.581 -1.480 0.501 -0.13
H -1.239 0.560 -1.204 0.16
H -0.492 -1.226 -0.768 0.22
H -0.505 -2.614 0.332 0.19
H -0.296 -1.020 1.172 0.26
```

Calculated values
HOMO energy (spin up / spin down): -3.61 / -3.61 eV
relative energy (zero: lowest compared OMol25 entry of this formula, charge and spin): 46.9 kcal per mole
maximum force: 5.2 eV/Å
LUMO (spin up / spin down): 2.92 / 2.92 eV
total charge: -1
orbital gap (spin up / spin down): 6.53 / 6.52 eV